# 1
ORCA calculation (ωB97M-V/def2-TZVPD) on C21H36Cl2N3NiO2SSbSe2 as an isolated structure.

Geometry (Å):
Ni: -0.415 0.369 -0.471
O: -4.329 4.074 -3.898
C: -4.127 2.654 -3.794
C: -2.736 2.302 -3.262
C: -1.750 2.782 -4.344
O: -0.391 2.875 -3.999
C: -2.589 2.970 -1.884
Se: -1.007 2.709 -0.722
C: -2.762 0.774 -3.123
Se: -1.032 -0.146 -2.987
H: -5.247 4.215 -4.142
H: -4.254 2.190 -4.781
H: -4.874 2.225 -3.115
H: -2.048 3.784 -4.658
H: -1.888 2.103 -5.203
H: -0.156 2.047 -3.544
H: -3.439 2.633 -1.286
H: -2.662 4.052 -1.991
H: -3.282 0.340 -3.985
H: -3.321 0.508 -2.223
C: -2.376 -2.508 2.650
N: -2.301 -2.915 1.266
C: -1.557 -4.106 0.855
C: -1.524 -3.969 -0.678
N: -2.090 -2.645 -0.909
C: -2.370 -2.029 0.245
S: -2.751 -0.390 0.401
H: -1.529 -1.883 2.935
H: -2.389 -3.406 3.270
H: -3.291 -1.941 2.813
H: -2.070 -5.013 1.184
H: -0.553 -4.095 1.276
H: -2.140 -4.730 -1.164
H: -0.506 -4.033 -1.068
H: -1.739 -2.037 -1.670
Cl: 1.352 -2.380 2.372
C: 1.886 -2.955 0.796
C: 2.656 -4.097 0.794
C: 3.206 -4.593 -0.387
C: 2.973 -3.850 -1.553
C: 2.207 -2.712 -1.546
Cl: 2.013 -1.850 -3.051
C: 1.507 -2.149 -0.379
N: 0.741 -1.138 -0.412
H: 2.846 -4.597 1.738
H: 3.810 -5.491 -0.399
H: 3.406 -4.168 -2.495
C: 2.885 0.619 4.291
C: 1.405 0.653 3.921
Sb: 0.914 1.022 1.818
C: 1.063 3.203 1.982
C: 1.918 3.839 3.080
C: 2.870 0.669 0.960
C: 3.915 1.781 1.025
H: 3.028 0.349 5.344
H: 3.362 1.585 4.134
H: 3.422 -0.117 3.691
H: 0.874 1.426 4.483
H: 0.937 -0.298 4.182
H: 0.027 3.533 2.074
H: 1.384 3.547 0.997
H: 1.611 3.518 4.078
H: 1.832 4.932 3.055
H: 2.975 3.599 2.970
H: 2.635 0.414 -0.072
H: 3.247 -0.248 1.422
H: 3.542 2.707 0.586
H: 4.809 1.492 0.462
H: 4.232 1.996 2.045

Computed properties:
Highest occupied orbital energy (alpha / beta) (eV): -0.542 / -0.392
Net charge: -2
2S+1: 3
Max |F| (eV/A): 1.47
Relative energy (zero: lowest compared OMol25 entry of this formula, charge and spin) (kcal/mol): 0.0
<S²>: 2.0215
Frontier orbital gap (alpha / beta) (eV): 5.011 / 4.860


# 2
ORCA calculation (ωB97M-V/def2-TZVPD) on a 5-piece molecular cluster, C52H114F3NO5P3 overall.

Geometry (Å):
C: -5.945 -0.078 -0.256
C: -4.522 -0.366 0.182
C: -3.712 -0.892 -1.019
C: -2.272 -1.271 -0.713
P: -1.320 -2.232 -1.920
C: 0.032 -3.202 -1.299
C: 1.234 -3.241 -2.287
C: 2.476 -4.066 -1.784
C: 3.582 -4.101 -2.867
C: -2.528 -3.532 -2.590
C: -1.967 -4.654 -3.546
C: -3.062 -5.684 -3.911
C: -2.463 -6.780 -4.764
C: -0.946 -1.065 -3.318
C: -0.962 -1.663 -4.769
C: -0.412 -0.568 -5.710
C: -0.359 -0.897 -7.200
H: -6.079 0.572 -1.120
H: -6.459 0.427 0.561
H: -6.538 -0.974 -0.443
H: -4.520 -1.165 0.924
H: -4.023 0.546 0.510
H: -3.793 -0.104 -1.768
H: -4.270 -1.657 -1.560
H: -2.383 -1.943 0.138
H: -1.794 -0.371 -0.324
H: -0.363 -4.196 -1.090
H: 0.327 -2.753 -0.351
H: 1.602 -2.237 -2.497
H: 0.815 -3.464 -3.268
H: 2.155 -5.074 -1.521
H: 2.824 -3.633 -0.847
H: 4.349 -4.860 -2.709
H: 4.108 -3.147 -2.874
H: 3.209 -4.427 -3.838
H: -3.415 -3.086 -3.040
H: -2.911 -4.108 -1.747
H: -1.154 -5.101 -2.974
H: -1.486 -4.268 -4.445
H: -3.710 -5.175 -4.625
H: -3.647 -6.052 -3.068
H: -1.941 -6.273 -5.575
H: -3.222 -7.473 -5.128
H: -1.782 -7.392 -4.174
H: 0.003 -0.542 -3.203
H: -1.680 -0.275 -3.159
H: -1.975 -1.999 -4.996
H: -0.177 -2.416 -4.838
H: 0.535 -0.125 -5.402
H: -1.043 0.321 -5.701
H: 0.624 -1.290 -7.461
H: -0.366 -0.020 -7.848
H: -1.123 -1.631 -7.456
C: -4.758 3.925 -0.948
C: -3.403 3.343 -0.412
C: -2.405 2.946 -1.556
C: -0.989 2.535 -1.148
P: 0.155 3.978 -0.886
C: -0.673 5.440 -0.050
C: -1.156 5.468 1.491
C: -1.737 6.857 1.776
C: -3.090 7.115 1.103
C: 1.479 3.423 0.285
C: 2.519 4.488 0.516
C: 3.609 4.262 1.519
C: 4.351 5.623 1.807
C: 0.792 4.407 -2.447
C: 1.772 3.330 -3.043
C: 3.177 3.814 -3.440
C: 3.204 5.054 -4.372
H: -5.325 4.458 -0.185
H: -5.309 3.035 -1.253
H: -4.576 4.529 -1.837
H: -3.679 2.553 0.286
H: -2.897 4.138 0.135
H: -2.461 3.787 -2.247
H: -2.819 2.131 -2.150
H: -0.575 1.943 -1.964
H: -1.007 2.142 -0.132
H: -1.507 5.606 -0.731
H: 0.031 6.254 -0.226
H: -0.306 5.372 2.167
H: -1.918 4.716 1.692
H: -0.965 7.551 1.444
H: -1.760 7.013 2.855
H: -3.673 7.829 1.685
H: -3.755 6.252 1.085
H: -2.982 7.444 0.069
H: 1.993 2.524 -0.056
H: 1.019 3.231 1.254
H: 2.099 5.469 0.738
H: 2.982 4.604 -0.464
H: 4.389 3.533 1.299
H: 3.195 4.052 2.505
H: 4.633 6.124 0.880
H: 5.283 5.511 2.360
H: 3.724 6.364 2.303
H: 1.188 5.417 -2.335
H: -0.126 4.609 -3.000
H: 1.302 2.908 -3.931
H: 1.912 2.529 -2.317
H: 3.622 3.041 -4.067
H: 3.801 3.980 -2.561
H: 2.835 4.791 -5.364
H: 4.212 5.454 -4.481
H: 2.601 5.867 -3.968
C: -4.488 -0.537 5.056
C: -3.272 0.065 5.621
C: -2.351 0.548 4.499
C: -1.678 -0.532 3.675
P: -0.069 -1.168 4.399
C: 1.166 0.212 4.720
C: 2.261 -0.269 5.690
C: 2.049 0.097 7.191
C: 3.205 -0.278 8.115
C: -0.425 -2.165 5.858
C: -1.551 -3.321 5.672
C: -1.350 -4.500 6.555
C: -0.272 -5.457 6.137
C: 0.654 -2.455 3.143
C: 2.094 -3.096 3.474
C: 2.691 -3.813 2.251
C: 1.884 -5.025 1.747
H: -4.372 -1.571 4.733
H: -4.910 -0.033 4.187
H: -5.349 -0.483 5.724
H: -2.779 -0.588 6.342
H: -3.420 0.906 6.299
H: -1.597 1.094 5.064
H: -2.679 1.437 3.961
H: -1.559 -0.284 2.620
H: -2.292 -1.431 3.711
H: 0.757 1.109 5.184
H: 1.641 0.443 3.767
H: 3.194 0.218 5.409
H: 2.482 -1.318 5.488
H: 1.192 -0.411 7.633
H: 1.883 1.172 7.265
H: 3.428 -1.339 8.230
H: 3.053 0.068 9.138
H: 4.134 0.112 7.698
H: -0.786 -1.459 6.606
H: 0.529 -2.506 6.260
H: -1.543 -3.647 4.632
H: -2.573 -2.964 5.802
H: -2.285 -5.052 6.655
H: -1.178 -4.081 7.546
H: -0.323 -6.280 6.851
H: 0.737 -5.044 6.135
H: -0.508 -6.032 5.242
H: 0.768 -1.961 2.178
H: -0.165 -3.166 3.035
H: 1.981 -3.857 4.247
H: 2.807 -2.307 3.714
H: 3.680 -4.217 2.470
H: 2.878 -3.155 1.403
H: 2.387 -5.466 0.887
H: 0.910 -4.664 1.416
H: 1.848 -5.784 2.528
C: 4.470 0.681 -6.620
O: 4.076 0.857 -5.214
O: 5.874 0.413 -6.680
C: 3.402 -0.204 -7.294
F: 2.277 0.521 -7.361
F: 3.734 -0.444 -8.667
F: 3.195 -1.447 -6.825
C: 4.124 -0.210 -4.272
C: 3.324 0.143 -3.041
H: 2.385 0.642 -3.285
H: 3.170 -0.676 -2.339
H: 3.958 0.896 -2.574
H: 5.134 -0.553 -4.046
H: 3.632 -1.123 -4.607
H: 4.208 1.558 -7.212
N: 1.223 -0.001 0.300
O: 2.315 -0.437 0.544
O: 0.760 -0.122 -0.823
O: 0.645 0.621 1.159

Computed properties:
Highest occupied orbital energy (eV): -6.520
Net charge: +1
Max |F| (eV/A): 5.65
Relative energy (zero: lowest compared OMol25 entry of this formula, charge and spin) (kcal/mol): 19.5
Frontier orbital gap (eV): 4.282


# 3
ORCA calculation (ωB97M-V/def2-TZVPD) on a 9-piece molecular cluster, C43H114N9O9 overall.

Geometry (Å):
C: 11.213 -1.321 -31.711
N: 12.590 -1.836 -32.173
C: 13.436 -2.426 -31.025
C: 12.328 -2.985 -33.174
C: 13.358 -0.576 -32.807
C: 14.840 -0.766 -33.111
O: 15.113 -1.808 -34.021
H: 11.388 -0.442 -31.091
H: 10.615 -2.127 -31.286
H: 10.713 -0.890 -32.578
H: 13.006 -3.270 -30.485
H: 13.418 -1.610 -30.303
H: 14.444 -2.583 -31.408
H: 13.240 -3.237 -33.715
H: 11.666 -2.669 -33.981
H: 11.903 -3.871 -32.701
H: 13.244 0.217 -32.068
H: 12.819 -0.355 -33.729
H: 15.551 -0.904 -32.296
H: 15.136 0.184 -33.556
H: 16.006 -1.665 -34.344
C: 18.198 0.207 -26.045
N: 19.160 0.963 -27.020
C: 18.159 1.866 -27.820
C: 20.020 1.772 -26.016
C: 20.145 -0.007 -27.799
C: 19.483 -0.683 -29.042
O: 18.323 -1.429 -28.556
H: 17.746 0.904 -25.339
H: 18.617 -0.588 -25.429
H: 17.424 -0.286 -26.633
H: 17.822 2.528 -27.022
H: 17.295 1.327 -28.208
H: 18.783 2.279 -28.613
H: 19.416 2.441 -25.403
H: 20.646 2.515 -26.509
H: 20.629 1.126 -25.382
H: 20.318 -0.780 -27.051
H: 21.074 0.550 -27.924
H: 20.147 -1.368 -29.569
H: 19.257 0.151 -29.708
H: 18.601 -2.316 -28.317
C: 7.879 -1.056 -24.589
N: 8.354 0.368 -24.887
C: 9.373 0.738 -23.790
C: 9.031 0.315 -26.275
C: 7.111 1.277 -24.723
C: 7.447 2.798 -24.858
O: 8.037 3.242 -23.629
H: 8.640 -1.825 -24.725
H: 7.062 -1.309 -25.265
H: 7.397 -1.163 -23.617
H: 9.742 1.762 -23.836
H: 10.205 0.045 -23.916
H: 8.848 0.606 -22.845
H: 9.895 -0.349 -26.247
H: 9.301 1.329 -26.572
H: 8.371 -0.177 -26.990
H: 6.654 1.010 -23.771
H: 6.300 0.937 -25.368
H: 6.472 3.259 -25.015
H: 8.126 2.947 -25.698
H: 7.808 4.166 -23.507
C: 8.895 6.781 -32.052
C: 10.306 6.225 -31.809
C: 10.538 5.981 -30.311
O: 10.487 7.220 -29.695
C: 9.980 7.203 -28.327
N: 10.498 5.002 -32.666
H: 9.761 4.351 -32.435
H: 10.303 5.295 -33.613
H: 11.458 4.725 -32.515
H: 8.114 6.039 -31.886
H: 8.657 7.088 -33.070
H: 8.721 7.564 -31.314
H: 11.077 6.887 -32.202
H: 11.460 5.496 -29.993
H: 9.763 5.311 -29.937
H: 9.333 8.052 -28.106
H: 10.813 7.331 -27.635
H: 9.451 6.333 -27.936
C: 17.492 -5.042 -18.804
C: 16.817 -5.500 -20.125
C: 15.811 -4.464 -20.619
O: 16.522 -3.294 -20.954
C: 15.843 -2.298 -21.697
N: 17.861 -5.808 -21.143
H: 18.419 -6.596 -20.848
H: 17.458 -6.081 -22.028
H: 18.422 -4.980 -21.285
H: 17.992 -4.083 -18.935
H: 18.224 -5.821 -18.588
H: 16.746 -4.928 -18.017
H: 16.246 -6.406 -19.922
H: 15.011 -4.262 -19.908
H: 15.177 -4.746 -21.460
H: 15.579 -2.570 -22.719
H: 16.522 -1.445 -21.665
H: 14.951 -1.932 -21.189
C: 15.464 7.728 -28.429
C: 15.736 9.017 -29.209
C: 14.463 9.786 -29.680
O: 14.780 11.058 -30.215
C: 13.612 11.812 -30.590
N: 16.682 9.902 -28.291
H: 17.365 9.344 -27.801
H: 17.200 10.604 -28.801
H: 16.197 10.337 -27.519
H: 16.355 7.137 -28.216
H: 14.859 7.047 -29.027
H: 14.989 7.957 -27.475
H: 16.290 8.944 -30.145
H: 13.726 9.875 -28.881
H: 13.987 9.204 -30.469
H: 12.970 11.814 -29.710
H: 13.140 11.295 -31.426
H: 13.791 12.824 -30.954
C: 17.330 6.959 -21.688
C: 15.909 6.527 -22.169
C: 14.962 6.518 -20.953
N: 13.555 5.874 -21.312
C: 13.671 4.382 -21.547
C: 12.774 6.529 -22.454
C: 12.253 7.847 -21.967
C: 11.924 7.522 -20.483
C: 12.564 6.101 -20.142
H: 17.442 7.590 -20.806
H: 17.898 7.396 -22.510
H: 17.819 6.030 -21.395
H: 15.987 5.522 -22.585
H: 15.614 7.103 -23.046
H: 14.715 7.505 -20.563
H: 15.339 5.891 -20.145
H: 14.054 3.900 -20.648
H: 14.311 4.163 -22.402
H: 12.735 3.906 -21.843
H: 11.936 5.857 -22.640
H: 13.377 6.755 -23.334
H: 11.462 8.194 -22.631
H: 13.051 8.589 -21.984
H: 10.835 7.481 -20.457
H: 12.143 8.296 -19.747
H: 11.892 5.247 -20.228
H: 13.163 6.013 -19.236
C: 13.066 -5.308 -26.004
C: 13.754 -6.602 -26.418
C: 12.954 -7.765 -27.068
N: 13.689 -8.984 -27.658
C: 14.590 -8.616 -28.813
C: 14.545 -9.669 -26.604
C: 14.126 -11.153 -26.646
C: 13.278 -11.381 -27.822
C: 12.671 -9.986 -28.159
H: 13.687 -4.425 -26.148
H: 12.737 -5.354 -24.966
H: 12.216 -5.173 -26.673
H: 14.296 -6.849 -25.505
H: 14.494 -6.335 -27.172
H: 12.396 -7.358 -27.912
H: 12.225 -8.215 -26.394
H: 14.098 -7.907 -29.479
H: 14.992 -9.481 -29.341
H: 15.542 -8.188 -28.498
H: 15.619 -9.493 -26.671
H: 14.414 -9.124 -25.669
H: 15.010 -11.791 -26.643
H: 13.589 -11.428 -25.738
H: 13.833 -11.518 -28.750
H: 12.693 -12.300 -27.822
H: 12.400 -10.000 -29.214
H: 11.757 -10.038 -27.567
N: 13.553 1.923 -26.682
O: 13.155 1.745 -27.841
O: 13.937 3.009 -26.258
O: 13.546 0.971 -25.944

Computed properties:
Highest occupied orbital energy (eV): -18.820
Net charge: +7
Max |F| (eV/A): 3.51
Frontier orbital gap (eV): 7.128


# 4
ORCA calculation (ωB97M-V/def2-TZVPD) on C33H32NNiO10S as an isolated structure.

Geometry (Å):
Ni: 0.057 0.522 0.304
O: 1.055 -1.503 0.532
C: 1.915 -1.933 -0.515
C: 2.044 -0.730 -1.519
O: 2.775 -0.889 -2.490
O: 1.366 0.305 -1.239
C: 1.303 -3.104 -1.291
C: 2.078 -3.817 -2.205
C: 1.543 -4.883 -2.908
C: 0.219 -5.259 -2.720
C: -0.564 -4.540 -1.835
C: -0.030 -3.466 -1.131
C: 3.261 -2.328 0.105
C: 4.456 -2.328 -0.612
C: 5.641 -2.733 -0.013
C: 5.661 -3.148 1.309
C: 4.479 -3.142 2.034
C: 3.295 -2.732 1.438
H: 0.433 -2.191 0.788
H: 3.102 -3.527 -2.380
H: 2.166 -5.420 -3.613
H: -0.197 -6.093 -3.270
H: -1.607 -4.797 -1.696
H: -0.699 -2.877 -0.516
H: 4.453 -1.974 -1.633
H: 6.558 -2.715 -0.590
H: 6.588 -3.461 1.773
H: 4.475 -3.449 3.073
H: 2.389 -2.709 2.028
C: -2.797 3.342 5.795
O: -3.821 2.657 5.100
C: -3.449 1.896 4.034
C: -4.516 1.258 3.361
C: -4.231 0.478 2.281
C: -2.915 0.274 1.794
C: -2.657 -0.633 0.709
C: -3.771 -1.385 0.006
O: -1.520 -0.910 0.288
C: -1.835 0.951 2.465
O: -0.614 0.906 2.112
C: -2.158 1.746 3.610
H: -3.288 3.892 6.594
H: -2.272 4.040 5.138
H: -2.074 2.644 6.223
H: -5.526 1.404 3.715
H: -5.058 -0.008 1.786
H: -4.779 -1.046 0.215
H: -3.692 -2.440 0.276
H: -3.579 -1.304 -1.063
H: -1.323 2.238 4.086
C: 5.361 0.548 1.616
C: 4.741 1.394 0.538
C: 3.932 2.482 0.858
C: 3.311 3.224 -0.132
C: 3.512 2.875 -1.458
C: 4.319 1.801 -1.804
C: 4.933 1.071 -0.802
S: 2.660 3.731 -2.738
O: 3.510 3.730 -3.900
O: 2.183 5.010 -2.268
N: 1.368 2.761 -2.988
C: 0.033 3.336 -3.103
C: -0.623 3.745 -1.777
C: -0.488 2.594 -0.817
O: -1.228 1.587 -0.940
O: 0.452 2.605 0.034
H: 5.482 1.111 2.542
H: 6.335 0.166 1.309
H: 4.729 -0.318 1.827
H: 3.769 2.739 1.898
H: 2.650 4.043 0.111
H: 4.449 1.537 -2.844
H: 5.552 0.221 -1.062
H: 1.430 1.867 -2.492
H: -0.581 2.574 -3.585
H: 0.079 4.197 -3.770
H: -1.678 3.950 -1.966
H: -0.134 4.625 -1.366

Computed properties:
Highest occupied orbital energy (alpha / beta) (eV): -5.444 / -5.441
Net charge: -1
2S+1: 3
Max |F| (eV/A): 0.98
Relative energy (zero: lowest compared OMol25 entry of this formula, charge and spin) (kcal/mol): 0.0
<S²>: 2.0039
Frontier orbital gap (alpha / beta) (eV): 8.006 / 8.002


Among the records above, which one has the lowest max |F|?
C33H32NNiO10S


Among the records above, which one has the highest net charge?
C43H114N9O9


net charge of number 2 (C52H114F3NO5P3)?
+1